Density functional theory data (ωB97M-V with the def2-TZVPD basis set) for C14H11BN6NiS3Te as an isolated structure.

Results
Strongest force on any atom, eV Å⁻¹: 0.16
Calculated total energy, eV: -105159.1533
Gap between HOMO and LUMO, eV: 5.19
Total charge: -2
Energy relative to the best compared isomer or geometry (same formula, charge and spin), kJ/mol: 0.0

Geometry (Å):
N: -2.52551 -5.06426 0.50182
Ni: -0.40594 -0.12784 -0.92434
C: 0.36076 3.56545 -2.31990
C: -1.51195 -1.90318 3.11168
H: 4.46787 -0.16807 0.59751
H: 4.27653 1.13915 -1.81887
C: -2.29749 -3.98432 0.16978
C: -0.67258 3.94578 -1.48492
C: 2.29128 -0.42691 0.23709
H: 1.01883 4.14554 -2.94527
C: -4.34791 -2.11157 -0.45931
H: 1.64249 -1.06067 3.82586
N: -5.46970 -2.37188 -0.40671
C: -1.98627 -2.65163 -0.24984
C: -2.96394 -1.76061 -0.54606
C: 3.52385 0.63658 -1.23421
Te: 0.71158 2.09406 3.10192
C: -1.11831 2.75061 -0.92159
N: -0.41036 1.73543 -1.40475
C: 0.60293 -1.04162 3.52403
N: 2.25540 0.61175 -1.66089
H: -2.32853 -2.59230 2.96143
S: -1.66691 -0.22758 2.76394
S: -2.56202 -0.15602 -1.07303
H: 0.09527 -3.19227 3.73660
B: 1.58193 1.30371 -2.88125
H: 2.40160 1.98316 -3.45575
H: 1.86698 -0.93303 1.08978
H: 1.05573 0.47776 -3.58884
N: 1.50191 -0.04595 -0.76067
S: -0.31587 -2.21703 -0.39429
C: -0.02598 0.12308 3.15780
H: -1.87778 2.56552 -0.18078
H: -1.03063 4.94075 -1.28680
N: 0.50075 2.23697 -2.25785
C: -0.24048 -2.18959 3.50262
C: 3.60245 -0.02891 -0.02595

Atoms 1-2, force components in eV/Å:
0.00 0.00 0.00
0.06 0.06 0.00

So, what does the Mulliken scheme give us? The charges, in e, come out as:
1. N -0.60
2. Ni -0.46
3. C -0.09
4. C -0.48
5. H 0.37
6. H 0.42
7. C -0.09
8. C -1.04
9. C 0.18
10. H 0.41
11. C -0.02
12. H 0.45
13. N -0.60
14. C 0.55
15. C 0.69
16. C -0.03
17. Te -0.46
18. C -0.07
19. N 0.13
20. C -0.44
21. N 0.07
22. H 0.46
23. S -0.13
24. S -0.43
25. H 0.34
26. B 0.38
27. H -0.19
28. H 0.22
29. H -0.22
30. N 0.15
31. S -0.38
32. C -0.24
33. H 0.40
34. H 0.37
35. N 0.03
36. C -0.50
37. C -1.15

---

Density functional theory data (ωB97M-V with the def2-TZVPD basis set) for a 4-piece molecular cluster, C30H65IN2O13P3 overall.

Results
Strongest force on any atom, eV Å⁻¹: 9.28
Calculated total energy, eV: -97716.2121
Gap between HOMO and LUMO, eV: 6.68
Total charge: +1

Geometry (Å):
H: 4.79924 4.81407 3.63512
H: -7.17556 4.64661 -2.55582
C: 8.27005 -5.75993 -3.45112
C: -0.13290 0.94231 0.31650
C: -0.74748 -3.03158 -2.49865
H: 0.77797 0.38501 2.19494
H: 4.63380 2.64929 7.46862
C: 3.83374 3.19898 7.96712
H: 4.36776 -7.93211 -6.62454
H: 3.81212 1.90463 3.76981
C: 4.27689 2.79804 4.19099
O: -5.63442 2.83212 -3.36441
O: 3.68861 3.15920 5.43359
C: 2.27269 -2.61690 0.39268
C: -0.15672 0.81316 1.82851
H: -1.09891 1.29908 -0.05825
C: -6.65829 4.60282 -1.53724
C: 4.06493 4.69860 7.94052
O: -1.83872 -0.93861 -1.36224
H: 8.23152 -6.18187 -4.45757
C: -3.49471 4.27643 -3.43938
C: 2.60740 -6.57288 -2.39052
H: -0.39451 4.04356 5.38486
C: -0.30475 4.05470 7.54719
H: -0.37874 -1.14751 -3.51541
H: -1.83873 -3.01470 -2.46547
H: 4.06264 5.09585 6.92476
O: -0.05614 -2.19515 1.03085
P: -0.92331 -1.50417 -0.26814
O: -0.17672 -2.58986 -1.27455
H: -7.65281 0.65976 2.16990
H: 0.88528 -2.34183 -3.72473
H: 0.62378 -4.03856 0.32221
O: 1.67191 2.65823 4.34998
H: -5.84262 -0.32683 -3.73967
C: -5.63143 0.84032 -1.82955
O: 5.86312 -5.41358 -3.53277
H: -4.03729 0.06981 -3.27779
H: 5.32086 2.54096 4.39192
C: 7.11206 -4.80492 -3.22360
H: 8.23245 -6.59688 -2.74745
H: -0.64963 -2.52685 -4.59876
H: 1.18259 -4.97429 -2.10160
C: -4.20676 2.85669 -3.64703
H: 2.17547 -2.21756 -0.61775
P: 2.10812 2.82386 5.81032
H: -4.10109 2.60049 -4.76332
I: -7.73554 7.45534 -1.26409
H: 5.70926 -9.20716 -5.00599
H: 9.22569 -5.24706 -3.31817
H: 0.62529 1.67227 0.02373
O: 1.55165 4.37497 6.00857
C: -0.19818 -2.21565 -3.65398
H: -3.27957 4.73024 -4.47383
C: -7.64669 5.37149 -0.52235
H: -5.79015 0.64467 2.37725
H: 5.02835 4.94113 8.39596
H: -6.67344 2.20701 2.68083
H: -1.28991 3.78490 -3.57185
O: 0.20589 -0.29019 -0.30933
C: 4.23218 3.97183 3.23026
C: 2.07716 -5.18328 -2.69019
C: -5.93362 0.48305 -0.37588
H: 3.85374 2.87060 9.01064
H: 0.29289 4.50340 8.34321
H: -4.11356 5.04876 -2.88601
O: 5.88659 -7.75678 -3.60702
C: -6.69610 1.26005 2.03195
H: 2.76362 -6.73100 -1.32176
H: 3.27529 5.21911 8.48695
H: 1.82845 -5.09321 -3.75144
H: 7.10563 -4.44159 -2.19087
H: -1.35710 4.29765 7.71415
H: -7.24268 5.45917 0.53089
H: -3.59229 2.08083 -3.09233
C: -2.06581 4.00139 -2.75802
H: 4.18993 -8.77215 -4.27250
C: 5.12425 -8.35362 -4.65046
P: 5.30956 -6.58907 -2.50080
H: 3.04189 -3.39347 0.37637
H: -0.18921 2.96972 7.62787
H: -9.27608 3.82402 -0.09753
H: -5.67239 5.16075 -1.50221
H: -0.30695 1.78834 2.29781
H: 4.31570 -6.53883 -5.53936
H: 3.21169 4.32864 3.07665
C: -5.08997 -0.18625 -2.89799
H: -2.06049 3.13372 -2.01975
H: -0.96586 0.15068 2.15289
H: 7.21935 -3.93724 -3.87857
C: 0.15173 4.55122 6.18694
H: -0.05271 5.62091 6.10050
C: 4.90022 -7.41525 -5.82203
O: 4.83275 -5.64779 -1.38898
O: 2.55496 2.83129 7.45946
H: -9.93367 5.59440 -0.33738
H: 1.13627 -3.56945 1.91990
H: 5.85369 -7.04965 -6.20953
H: 2.82170 -4.41276 -2.47922
O: 3.79190 -6.81451 -3.13485
H: 2.61330 -1.79575 1.02741
N: -6.69249 2.94769 0.17155
C: 0.96409 -3.18456 0.91035
H: 1.86880 -7.31389 -2.71042
H: -5.80723 -0.55106 0.05855
C: -6.42536 1.62292 0.48110
N: -6.39797 3.16458 -1.10182
C: -5.90303 2.31796 -2.07304
H: -0.45693 -4.07558 -2.63054
H: 4.65595 3.69742 2.26170
H: -4.96379 -1.19555 -2.36204
H: -1.67918 4.91156 -2.17371
C: -9.14392 4.81964 -0.62625
H: -9.33035 4.61111 -1.74439

Atoms 1-2, force components in eV/Å:
0.05 -0.11 -0.03
1.17 -0.32 1.37

Mulliken atomic charge list, values in e, 99 entries:
1. H 0.31
2. H 0.40
3. C -1.01
4. C -0.28
5. C -0.26
6. H 0.18
7. H 0.25
8. C -0.17
9. H 0.39
10. H 0.31
11. C -0.30
12. O -0.38
13. O -0.44
14. C -0.93
15. C -0.92
16. H 0.09
17. C -0.73
18. C -0.97
19. O -0.67
20. H 0.21
21. C -0.24
22. C -0.84
23. H 0.21
24. C -1.00
25. H 0.33
26. H 0.33
27. H 0.21
28. O -0.38
29. P 1.12
30. O -0.51
31. H 0.27
32. H 0.27
33. H 0.19
34. O -0.67
35. H 0.34
36. C 0.66
37. O -0.28
38. H 0.23
39. H 0.33
40. C -0.34
41. H 0.29
42. H 0.42
43. H -0.08
44. C -0.01
45. H 0.15
46. P 1.16
47. H 0.30
48. I 0.10
49. H 0.36
50. H 0.40
51. H 0.35
52. O -0.32
53. C -1.21
54. H 0.32
55. C -0.50
56. H 0.35
57. H 0.39
58. H 0.31
59. H 0.29
60. O -0.31
61. C -1.13
62. C -0.35
63. C -0.66
64. H 0.35
65. H 0.21
66. H 0.09
67. O -0.38
68. C -1.05
69. H 0.36
70. H 0.27
71. H 0.33
72. H 0.27
73. H 0.40
74. H 0.49
75. H -0.17
76. C -0.81
77. H 0.23
78. C -0.13
79. P 1.08
80. H 0.43
81. H 0.29
82. H 0.25
83. H 0.26
84. H 0.42
85. H 0.20
86. H 0.27
87. C -0.95
88. H 0.03
89. H 0.29
90. H 0.32
91. C -0.28
92. H 0.31
93. C -0.97
94. O -0.73
95. O -0.38
96. H 0.37
97. H 0.37
98. H 0.27
99. H 0.28

---

Density functional theory data (ωB97M-V with the def2-TZVPD basis set) for C3H5NO in the gas phase.

Results
Strongest force on any atom, eV Å⁻¹: 3.85
Calculated total energy, eV: -6725.0185
Structure (SMILES): O=C[C@H]1CN1
Gap between HOMO and LUMO, eV: 9.89
Total charge: 0
Energy relative to the best compared isomer or geometry (same formula, charge and spin), kJ/mol: 439.4

Geometry (Å):
N: 0.35226 -0.23716 1.26070
H: -0.67407 -1.70355 0.00916
H: -1.78992 1.08592 -1.29024
H: 0.13276 0.75748 1.39035
C: 1.14122 -0.38788 0.05825
O: -0.98789 1.57623 -0.34128
H: 1.48568 0.50186 -0.47146
C: -0.33792 -0.67303 0.03776
C: -1.13684 0.32414 -0.68535
H: 1.81472 -1.24401 0.03211

Atoms 1-2, force components in eV/Å:
-0.22 0.29 -0.28
0.04 0.14 0.02

So, what does the Mulliken scheme give us? The charges, in e, come out as:
1. N -0.57
2. H 0.35
3. H 0.59
4. H 0.28
5. C -0.44
6. O -0.45
7. H 0.24
8. C -0.10
9. C -0.16
10. H 0.25

---

Density functional theory data (ωB97M-V with the def2-TZVPD basis set) for C23H30I2N5O4SSc as an isolated structure.

Results
Strongest force on any atom, eV Å⁻¹: 0.65
Calculated total energy, eV: -87707.4251
Gap between HOMO and LUMO, eV: 8.97
Total charge: +2
Energy relative to the best compared isomer or geometry (same formula, charge and spin), kJ/mol: 10.8

Geometry (Å):
N: -0.13918 1.37591 -2.10774
H: -1.23617 -2.52785 0.44649
H: -0.14953 -3.77129 -2.08826
C: 1.38387 2.20505 -3.90189
C: -3.04469 -0.70352 1.59509
H: 2.58610 -0.01777 0.03085
C: -3.59035 -0.25693 2.93952
H: 1.58219 2.47734 -6.03369
H: 2.21666 1.12595 2.67745
H: -2.46650 3.37358 -2.34827
O: -1.22977 2.37625 -4.17349
H: -3.77470 0.81981 2.93221
C: -0.36046 0.25943 4.80635
C: -1.01488 -3.56550 -1.45509
H: 3.82243 3.51259 -5.77369
C: 0.85044 1.06852 4.37989
H: -4.54079 -0.74820 3.14370
S: -0.21244 1.47217 -3.75239
C: -0.56991 -3.26626 -0.01076
H: -2.88269 -0.17712 4.98815
C: 3.46587 -1.95719 0.28871
N: 1.13370 -1.48380 0.00306
H: 4.82718 3.81956 -3.56368
O: -1.07866 -1.18866 -1.94208
N: -1.28227 -0.01075 3.68831
H: -0.93139 0.77842 5.57542
C: 2.02382 2.60162 -5.05510
Sc: -0.42524 0.13598 -0.34889
C: 3.18647 2.95847 -2.48790
C: 3.27985 3.18447 -4.89737
C: -0.96462 0.15726 2.41660
C: 1.35493 0.56957 3.04056
C: 3.85187 3.36011 -3.64045
N: -1.69122 -0.17289 1.37509
H: -1.63284 -4.46395 -1.48042
H: 4.47613 -1.57983 0.34859
H: -3.93565 3.76022 -1.37814
H: 3.97478 -4.03152 0.54673
H: 1.62030 0.98798 5.14661
H: 0.59122 2.12691 4.29688
H: -0.05692 -0.70724 5.21758
H: 0.15956 1.68189 1.77703
H: -2.74357 -2.27484 -1.46365
H: -0.76935 -0.87496 -2.82463
C: 1.02287 1.83035 -1.62711
C: 0.85381 -2.79905 0.11030
C: 1.86769 -3.72560 0.31380
N: 0.28238 0.70568 2.04192
H: 3.62026 3.10136 -1.50767
O: -0.24061 0.10389 -4.21710
C: -1.82357 -2.43138 -2.03202
H: -3.00507 -1.79743 1.56140
H: -2.47957 -1.67629 4.15241
C: -3.07540 3.11242 -1.49080
I: -3.76508 1.13906 -1.76858
H: 1.60963 -4.77174 0.40710
H: -3.68330 -0.37063 0.78035
I: -1.88136 3.37402 0.24038
C: -2.59041 -0.59585 4.02630
H: 1.64088 -0.48466 3.08642
C: 2.41688 -1.08298 0.10259
O: 1.21214 1.63344 -0.39242
H: -0.67906 -4.16245 0.60026
C: 3.18295 -3.30998 0.39558
C: 1.93959 2.37807 -2.63915
H: -2.08923 -2.57926 -3.07729

Atoms 1-2, force components in eV/Å:
-0.01 0.23 0.03
0.00 0.01 -0.04

So, what does the Mulliken scheme give us? The charges, in e, come out as:
1. N 0.03
2. H -1.04
3. H 0.40
4. C 0.30
5. C -0.69
6. H 0.77
7. C -0.81
8. H 0.54
9. H 0.38
10. H 0.29
11. O -0.65
12. H 0.33
13. C -0.62
14. C -0.65
15. H 0.45
16. C -0.71
17. H 0.40
18. S 1.14
19. C 0.10
20. H 0.42
21. C -1.19
22. N 0.77
23. H 0.44
24. O 0.16
25. N 0.21
26. H 0.40
27. C -0.89
28. Sc -0.32
29. C -0.50
30. C -0.54
31. C -0.07
32. C -0.90
33. C -0.72
34. N 0.62
35. H 0.45
36. H 0.51
37. H 0.51
38. H 0.45
39. H 0.42
40. H 0.32
41. H 0.35
42. H 0.14
43. H 0.27
44. H 0.22
45. C 0.99
46. C 0.57
47. C -0.92
48. N 0.62
49. H 0.58
50. O -0.85
51. C -0.81
52. H 0.32
53. H 0.29
54. C -0.75
55. I 0.16
56. H 0.54
57. H 0.07
58. I 0.17
59. C -0.68
60. H 0.37
61. C -0.45
62. O -0.61
63. H 0.74
64. C -0.43
65. C 0.13
66. H 0.48

---

Density functional theory data (ωB97M-V with the def2-TZVPD basis set) for C15H31NO3P2V as an isolated structure.

Results
Strongest force on any atom, eV Å⁻¹: 6.88
Spin multiplicity: 2
Calculated total energy, eV: -67929.9497
Gap between HOMO and LUMO (spin up / spin down), eV: 6.60 / 6.76
Total charge: +2
Energy relative to the best compared isomer or geometry (same formula, charge and spin), kJ/mol: 76.4

Geometry (Å):
H: 0.41393 1.18937 -3.83464
H: 2.42486 -3.51819 -1.75459
H: 0.53981 1.07996 -7.96806
H: -1.87416 1.44480 -7.58852
C: 0.01792 -0.66621 -2.88070
C: 2.10680 -2.67618 -2.37711
C: 0.60710 0.79271 -2.83748
H: -2.45252 -1.13878 -6.98507
P: 0.14819 2.22703 -1.66348
C: -1.50342 -0.59020 -6.88421
C: 0.14922 -2.07135 -0.24975
C: -0.73481 -3.46142 -2.56225
H: 2.79477 -1.83954 -2.21141
C: 1.26260 3.57586 -2.10008
C: 0.39291 1.67550 -5.90464
C: -1.85900 0.90352 -6.62271
H: 2.20393 -2.98488 -3.42163
H: 1.21330 4.27000 -1.24021
H: -1.42578 2.28133 -4.97920
P: 0.44013 -2.22447 -1.99039
H: -0.61701 -3.67738 -3.62398
C: -0.68940 -1.25593 -5.82892
H: -2.86870 0.97646 -6.18762
C: -1.44027 2.76368 -2.43792
O: 0.35706 0.51189 1.15743
H: -0.97962 -0.65073 -7.84945
H: 1.02600 2.33143 -5.29194
V: -1.08929 0.31879 -1.55652
H: -0.58117 -4.39501 -2.01521
H: -1.24122 -1.84312 -5.09086
C: -0.93532 1.62744 -5.69930
H: 0.06077 -3.13275 0.04663
H: 1.69414 0.73179 -2.74304
H: 0.93351 4.09508 -3.02353
C: 1.49899 -0.50856 -6.82535
O: -1.01854 1.17638 2.72389
H: -1.15867 -0.54307 -2.90272
H: 2.54450 -0.55612 -6.46606
H: -0.75612 -1.51687 0.07020
H: 0.99885 -1.61560 0.26319
H: -1.76603 -3.12347 -2.40528
H: 2.30459 3.22673 -2.19667
O: -1.82168 0.56294 0.73702
H: 1.47989 -1.01266 -7.81525
H: -1.91064 3.49026 -1.75185
H: -1.28526 3.29520 -3.38707
H: -2.15500 1.92148 -2.58716
N: -0.81920 0.75729 1.57959
C: 0.65824 -1.28900 -5.86254
H: 0.20801 -1.07997 -3.85081
H: 1.22426 -2.04713 -5.30849
H: 2.05361 1.52855 -7.20434
C: 1.11053 0.98903 -7.03362

Atoms 1-2, force components in eV/Å:
-0.10 -0.29 -0.01
-0.08 0.08 0.04

So, what does the Mulliken scheme give us? The charges, in e, come out as:
1. H -1.03
2. H 0.42
3. H 0.35
4. H 0.33
5. C 1.44
6. C -1.31
7. C 0.60
8. H 0.48
9. P 0.46
10. C -0.93
11. C -1.46
12. C -1.44
13. H 0.46
14. C -1.02
15. C -0.35
16. C -1.17
17. H 0.40
18. H 0.40
19. H 0.42
20. P 1.35
21. H 0.41
22. C 0.02
23. H 0.34
24. C -1.11
25. O -0.55
26. H 0.35
27. H 0.56
28. V -0.20
29. H 0.49
30. H 0.56
31. C -0.04
32. H 0.50
33. H 0.77
34. H 0.38
35. C -1.21
36. O -0.52
37. H 0.55
38. H 0.38
39. H 0.56
40. H 0.44
41. H 0.48
42. H 0.41
43. O -0.59
44. H 0.34
45. H 0.52
46. H 0.50
47. H 0.46
48. N 1.03
49. C -0.18
50. H -2.08
51. H 0.48
52. H 0.48
53. C -0.93

---

Density functional theory data (ωB97M-V with the def2-TZVPD basis set) for an isolated ion of composition C4H9N2O and charge +1.

Results
Strongest force on any atom, eV Å⁻¹: 5.53
Calculated total energy, eV: -9313.5117
Structure (SMILES): C[C@@H]1OCNC1=[NH2+]
Gap between HOMO and LUMO, eV: 11.97
Total charge: +1
Energy relative to the best compared isomer or geometry (same formula, charge and spin), kJ/mol: 241.6

Geometry (Å):
C: -0.19058 -0.97943 -0.16924
H: 0.80618 0.38191 2.47999
N: -0.09841 -2.08131 0.48853
H: -0.65107 1.26326 1.75571
H: 1.14773 1.79096 1.82721
H: 0.37026 0.86401 -2.26472
C: -0.49765 0.79691 -1.68129
C: 0.48368 1.01940 1.63464
N: -0.84780 -0.58299 -1.21395
H: -1.39478 -1.12404 -1.86639
C: 0.68739 0.60344 0.25193
H: 0.51175 -2.21297 1.28342
O: -0.18487 1.42994 -0.49155
H: -1.32978 1.40493 -1.96084
H: 1.63603 0.31221 -0.06198
H: -0.44808 -2.88623 -0.01147

Atoms 1-2, force components in eV/Å:
1.95 4.95 1.04
-0.35 -0.61 -0.81

So, what does the Mulliken scheme give us? The charges, in e, come out as:
1. C 0.30
2. H 0.38
3. N -0.31
4. H 0.31
5. H 0.36
6. H 0.33
7. C -0.37
8. C -1.17
9. N -0.11
10. H 0.22
11. C 0.05
12. H 0.26
13. O -0.34
14. H 0.35
15. H 0.48
16. H 0.26